(1)
A cluster of 2 separate species, C2H8OS2 in total. Source: OMol25; level of theory: ωB97M-V/def2-TZVPD.

Geometry as XYZ:
```
13
Properties=species:S:1:pos:R:3:forces:R:3:nbo_charge:R:1
C 1.719 0.450 -0.992 0.0 -1.2 1.0 -0.78
S 0.440 1.608 -0.425 0.7 0.1 -0.5 0.46
S -1.229 0.653 -0.100 -1.4 0.5 0.5 0.47
C -1.110 -0.595 1.188 0.6 -0.9 -0.3 -0.79
H 2.681 0.681 -0.532 0.0 0.6 -0.4 0.28
H 1.546 -0.567 -0.621 -0.4 0.2 -0.1 0.25
H 1.688 0.418 -2.080 0.2 0.4 0.0 0.28
H -1.466 -0.337 2.188 0.1 0.9 -0.2 0.30
H -1.749 -1.430 0.891 0.2 0.0 -0.3 0.28
H -0.061 -0.882 1.198 -0.1 -0.3 0.4 0.24
H 0.370 -3.096 1.174 0.0 -0.1 0.1 0.46
H 0.348 -2.576 -0.269 0.0 -0.1 -0.1 0.44
O 0.473 -3.368 0.258 0.0 0.0 0.0 -0.90
```
Forces are in eV/Å.

Results
**Energy relative to the best compared isomer or geometry (same formula, charge and spin)**: 18.0 kcal/mol
**E_HOMO (spin up / spin down)**: -0.5600 / -0.5598 Eh
**Spin multiplicity**: 2
**Total charge**: +1
**Total energy**: -952.27612 a.u.


(2)
The ion C3H4NO with charge -1. Source: OMol25; level of theory: ωB97M-V/def2-TZVPD.

Geometry as XYZ:
```
9
Properties=species:S:1:pos:R:3:forces:R:3:nbo_charge:R:1
C 0.126 0.477 -0.018 1.0 -1.3 -0.1 -0.10
C -0.594 1.562 0.058 -0.7 0.5 0.3 -0.55
C 0.142 -0.928 0.382 -0.6 0.6 -0.1 -0.39
N 1.340 -1.027 -0.507 -0.1 -0.4 -1.1 0.01
O 1.130 -1.540 -1.661 -0.1 0.4 1.4 -0.58
H -0.296 2.495 -0.411 0.0 0.2 -0.1 0.16
H -1.548 1.628 0.615 0.0 0.0 -0.1 0.12
H 0.427 -1.107 1.428 0.1 0.0 -0.1 0.17
H -0.726 -1.562 0.115 0.4 0.1 -0.2 0.16
```
Forces are in eV/Å.

Results
**Energy relative to the best compared isomer or geometry (same formula, charge and spin)**: 46.5 kcal/mol
**E_HOMO (spin up / spin down)**: -0.0690 / -0.0691 Eh
**Spin multiplicity**: 1
**Total charge**: -1
**Total energy**: -246.54283 a.u.